Entry 1:
C31H31CoF5N9O2SSi | ωB97M-V/def2-TZVPD

Each line ends with the Mulliken charge.
CARTESIAN COORDINATES (ANGSTROEM)
1 Co 0.141306 0.327152 0.050652  -0.479
2 C -2.482580 -1.506174 3.081270  -2.235
3 C -1.912330 -1.078798 1.763122  0.322
4 N -1.000208 -0.173605 1.656156  2.485
5 N -0.657326 0.451090 2.836376  -1.213
6 C -0.060383 1.597019 2.647920  0.081
7 N 0.287222 2.292459 3.775815  -0.465
8 S 0.282167 2.299855 1.111653  -0.667
9 C -2.457839 -1.719852 0.542024  0.717
10 C -3.183757 -2.909248 0.608095  -0.915
11 C -3.696647 -3.444700 -0.560764  -0.612
12 C -3.480272 -2.783795 -1.758448  -0.983
13 C -2.757265 -1.599889 -1.725125  -0.387
14 N -2.271271 -1.080752 -0.610161  0.463
15 H -2.074795 -0.896795 3.878723  0.453
16 H -2.227094 -2.550283 3.277177  0.340
17 H -3.572371 -1.424240 3.067829  0.494
18 H 0.335982 1.735906 4.615975  0.260
19 H 1.030687 2.958199 3.649249  0.281
20 H -3.334217 -3.409172 1.554509  0.435
21 H -4.257953 -4.370632 -0.535912  0.417
22 H -3.863872 -3.167871 -2.694085  0.424
23 H -2.555159 -1.041544 -2.633783  0.422
24 C 3.317615 -0.896330 -1.394760  -0.518
25 Si 2.633064 0.708229 -2.074223  0.247
26 C 3.922264 2.010720 -1.565829  -1.340
27 C 2.694837 0.437647 -3.949024  -1.309
28 N 1.022638 1.125729 -1.573411  1.392
29 C 0.486164 2.269654 -2.126260  1.090
30 C 1.218035 3.197243 -2.903068  -0.684
31 C 0.684092 4.369674 -3.414568  -1.236
32 C -0.633358 4.711992 -3.172651  -0.861
33 C -1.407189 3.823595 -2.436022  -0.568
34 C -0.879495 2.633570 -1.976223  0.033
35 O -1.655244 1.750620 -1.247986  0.291
36 C -3.013955 1.786535 -1.300601  -0.408
37 C -3.684486 1.717098 -0.085513  -0.206
38 C -5.065962 1.620940 -0.067702  -0.679
39 C -5.786087 1.607575 -1.256556  -0.557
40 C -5.107659 1.693941 -2.464744  -0.758
41 C -3.723364 1.782990 -2.495447  0.347
42 H 4.407112 -0.813243 -1.448657  0.588
43 H 3.021937 -1.762707 -1.989802  0.160
44 H 3.045562 -1.031160 -0.351303  -0.197
45 H 4.837647 1.516110 -1.232629  0.456
46 H 3.539358 2.594964 -0.725052  0.271
47 H 4.194581 2.708630 -2.360672  0.430
48 H 3.690309 0.087289 -4.240161  0.384
49 H 2.453238 1.315529 -4.547994  0.383
50 H 1.979579 -0.349065 -4.205824  0.259
51 H 2.261998 3.007623 -3.096854  0.144
52 H 1.325032 5.027858 -3.990248  0.383
53 H -1.054630 5.640854 -3.534125  0.377
54 H -2.441614 4.055285 -2.216508  0.466
55 H -3.092402 1.723292 0.820996  0.324
56 H -5.584666 1.556787 0.881209  0.426
57 H -6.866052 1.533679 -1.241223  0.385
58 H -5.659766 1.685039 -3.396896  0.368
59 H -3.186594 1.842013 -3.433771  0.477
60 N 2.875788 -3.230771 0.596074  0.151
61 C 2.404400 -4.013777 -0.370940  0.578
62 N 3.036342 -5.199443 -0.603123  -0.454
63 N 1.366875 -3.738915 -1.143930  -0.881
64 C 0.817758 -2.568106 -0.870546  0.819
65 N 0.376772 -1.553828 -0.548484  -0.209
66 H 3.784195 -3.416384 0.983762  0.232
67 H 2.527455 -2.259231 0.703979  -0.662
68 H 3.565260 -5.618393 0.140020  0.229
69 H 2.559315 -5.818853 -1.234320  0.275
70 F 2.690044 -0.693196 6.945628  -0.359
71 C 2.532265 -0.666111 5.605544  0.588
72 C 3.314634 0.157049 4.814064  0.202
73 F 4.232430 0.949316 5.398003  -0.354
74 C 3.158755 0.171457 3.443403  0.151
75 F 3.934252 1.006484 2.730780  -0.346
76 C 2.204738 -0.619217 2.753460  -0.371
77 O 2.066474 -0.557849 1.477566  -0.434
78 C 1.454818 -1.460270 3.611179  0.460
79 F 0.529772 -2.284461 3.073707  -0.503
80 C 1.604488 -1.480621 4.982323  0.258
81 F 0.838637 -2.299387 5.727663  -0.366

Forces on the atoms, in the same order (eV/Å):
-0.1 0.2 0.0
-0.1 0.0 0.0
0.1 0.0 0.0
-0.1 -0.1 0.0
0.0 0.0 0.1
0.0 -0.1 -0.3
0.0 0.0 0.0
0.1 0.1 0.2
0.1 0.1 0.0
0.0 0.0 0.0
0.0 0.0 0.0
0.0 0.0 0.0
0.0 0.0 0.0
-0.1 0.1 -0.1
0.0 0.0 0.0
0.0 0.0 0.0
0.0 0.0 0.0
0.0 0.0 0.0
0.0 0.0 0.0
0.0 0.0 0.0
0.0 0.0 0.0
0.0 0.0 0.0
0.0 0.0 0.0
0.0 0.1 0.0
0.0 0.1 -0.1
0.0 0.0 0.0
0.0 0.0 0.0
0.0 -0.2 0.0
-0.1 0.0 0.0
0.0 0.0 0.0
0.0 0.0 0.0
0.0 0.0 0.0
0.0 0.0 0.0
0.0 0.0 0.1
0.1 -0.2 0.0
-0.1 -0.1 0.1
0.0 0.0 0.0
0.0 0.0 0.0
0.0 0.0 0.0
0.0 0.0 0.0
0.0 0.0 0.0
0.0 0.0 0.0
-0.1 0.0 0.0
0.2 0.3 -0.3
0.0 0.0 0.0
0.0 0.0 0.0
0.0 0.0 0.0
0.0 0.0 0.0
0.0 0.0 0.0
0.0 0.0 0.0
0.0 0.0 0.0
0.0 0.0 0.0
0.0 0.0 0.0
0.0 0.0 0.0
0.0 0.0 0.0
0.0 0.0 0.0
0.0 0.0 0.0
0.0 0.0 0.0
0.0 0.0 0.0
-0.1 0.2 0.2
-0.1 -0.1 -0.1
0.1 0.0 -0.1
0.0 0.1 0.2
-0.1 0.0 0.2
0.0 0.0 -0.5
0.0 0.0 0.0
-0.1 -0.4 0.4
0.0 0.0 0.0
0.0 0.0 0.0
0.0 0.0 0.0
0.0 0.0 0.0
0.0 0.0 0.0
0.0 0.0 0.0
-0.1 0.0 0.0
0.0 0.0 0.0
0.2 0.1 -0.1
-0.1 -0.4 0.1
0.0 -0.1 -0.1
0.1 0.0 0.0
0.0 0.0 0.0
0.0 0.0 0.0

## Properties
- Charge: -1
- Spin multiplicity: 2
- M: 775.726 g mol⁻¹
- HOMO (alpha / beta): -3.991 / -3.963 eV
- Energy above the lowest of the compared OMol25 structures with the same formula, charge and spin: 17.3 kJ/mol
- Expectation value of S²: 0.764



Entry 2:
C3H8NS3 | ωB97M-V/def2-TZVPD

Each line ends with the Mulliken charge.
CARTESIAN COORDINATES (ANGSTROEM)
1 S 2.168164 1.071469 -0.216982  0.047
2 N 0.661781 0.009816 -0.335868  -0.157
3 S 1.029585 -1.748162 -0.719398  0.129
4 C 0.074074 -0.201625 1.005347  -0.908
5 C -1.457291 -0.646751 0.942135  -0.542
6 S -1.837480 -0.379016 -0.920312  -0.018
7 C -0.439171 0.654177 -1.174527  -0.282
8 H 1.581775 2.084762 0.337566  0.176
9 H 1.680284 -1.333511 -1.738212  0.155
10 H 0.023964 0.670931 1.588580  0.470
11 H 0.695184 -0.935252 1.596655  0.458
12 H -1.569859 -1.723943 0.980378  0.371
13 H -2.044703 -0.081013 1.550827  0.413
14 H -0.506062 1.733683 -0.712512  0.321
15 H -0.060249 0.824435 -2.183682  0.367

Forces on the atoms, in the same order (eV/Å):
0.4 -2.1 -0.9
0.3 -0.1 0.8
-0.3 0.8 0.7
-1.5 -1.8 2.1
3.3 -1.3 -4.4
-0.7 0.1 0.7
0.8 2.2 1.3
-0.9 1.0 0.6
1.1 0.1 -1.9
0.5 1.5 0.3
-0.6 0.8 -0.8
-0.2 0.0 0.7
-1.6 1.4 1.6
-0.1 -2.0 -0.7
-0.4 -0.5 -0.1

## Properties
- Charge: +1
- M: 154.305 g mol⁻¹
- HOMO: -13.399 eV
- Energy above the lowest of the compared OMol25 structures with the same formula, charge and spin: 261.9 kJ/mol



Entry 3:
C9H11N2 | ωB97M-V/def2-TZVPD

Each line ends with the Mulliken charge.
CARTESIAN COORDINATES (ANGSTROEM)
1 C -2.486097 2.772937 -0.088943  -0.204
2 C -2.643325 1.496494 0.455811  -0.795
3 C -1.303351 3.134898 -0.732476  -0.682
4 C -1.623292 0.583839 0.378750  -0.146
5 C -0.280144 2.226815 -0.845951  -0.430
6 C -0.403450 0.922580 -0.279580  0.806
7 C 0.761683 -1.281996 0.257427  -0.816
8 C 2.283581 -3.161284 0.805107  -0.105
9 C 0.665329 0.045540 -0.378269  -0.010
10 N 2.277115 -2.990942 -0.610185  -0.531
11 N 2.094650 -1.865284 0.237701  -0.225
12 H -3.290581 3.489062 -0.008815  0.412
13 H -3.576603 1.240060 0.934208  0.401
14 H -1.202565 4.128581 -1.139220  0.408
15 H -1.743672 -0.398325 0.805767  0.386
16 H 0.643775 2.497535 -1.332741  0.388
17 H 0.415410 -1.232878 1.296265  0.488
18 H 0.061470 -1.950170 -0.277734  0.456
19 H 1.428138 -3.686179 1.217301  0.276
20 H 3.212664 -3.318221 1.339209  0.260
21 H 1.524972 0.346361 -0.965410  0.413
22 H 3.184294 -2.999422 -1.068223  0.251

Forces on the atoms, in the same order (eV/Å):
0.3 -0.1 -0.1
-0.1 -0.2 0.1
0.0 0.1 0.0
0.1 0.1 0.0
0.0 -0.2 0.1
-0.1 0.1 -0.1
-0.1 -0.9 -0.1
0.0 -0.3 0.4
0.0 -0.1 0.2
-1.0 -1.0 -1.2
0.8 1.9 0.6
-0.1 0.1 0.0
0.0 -0.1 0.1
0.1 0.1 -0.1
0.0 -0.1 0.1
0.1 0.0 -0.1
0.0 0.1 -0.1
-0.2 0.0 0.0
-0.1 0.0 -0.1
0.0 0.1 0.0
0.1 0.1 0.0
0.1 0.3 0.4

## Properties
- Charge: +1
- M: 147.201 g mol⁻¹
- HOMO: -12.858 eV
- Energy above the lowest of the compared OMol25 structures with the same formula, charge and spin: 369.2 kJ/mol



Which formula does entry 2 have? C3H8NS3